This record from the OMol25 dataset describes one molecule with the formula C4H6N2O at a distorted geometry. The level of theory is ωB97M-V/def2-TZVPD.

Geometry as XYZ:
```
13
Properties=species:S:1:pos:R:3:forces:R:3:nbo_charge:R:1
H -1.792907 -1.425645 -1.192453 0.1 0.1 0.1 0.230
H 2.830524 0.856975 -0.296913 0.0 0.2 0.2 0.202
C 0.867301 0.070446 0.030593 -0.2 -0.1 -0.1 0.460
C -1.116824 -0.781902 -0.652257 -0.1 0.0 0.0 -0.202
H 2.702116 -0.464482 0.932498 0.0 0.1 -0.1 0.207
H -0.059438 1.549510 1.245296 0.1 -0.1 -0.1 0.434
H -3.268598 0.408064 0.263083 0.1 0.1 0.1 0.497
O -2.498040 0.859500 0.631225 0.0 -0.1 -0.1 -0.656
N 0.276894 -0.847335 -0.725144 0.4 0.2 0.2 -0.554
N -0.160988 0.788519 0.591562 0.1 0.1 0.0 -0.545
H 1.180025 -1.300178 -1.075028 -1.2 -0.5 -0.4 0.483
C -1.369897 0.269457 0.178101 0.3 -0.2 -0.2 0.425
C 2.309132 -0.049617 0.000790 0.2 0.5 0.5 -0.982
```
Forces are in eV/Å.

- Kohn-Sham gap (eV) = 7.0
- ΔE to the lowest compared entry with this formula, charge and spin (kJ/mol) = 336.2
- total charge = 0
- SMILES string = C=C1NC=C(O)N1

***

This record from the OMol25 dataset describes one molecule with the formula C4H6N2O at a distorted geometry. The level of theory is ωB97M-V/def2-TZVPD.

Geometry as XYZ:
```
13
Properties=species:S:1:pos:R:3:forces:R:3:nbo_charge:R:1
C -1.077323 -0.193519 -0.727110 0.3 -0.1 -0.4 0.466
H 0.023540 1.638376 1.582990 0.2 -0.3 -0.3 0.212
H 1.923474 1.512399 0.074606 0.1 0.0 0.2 0.220
H 2.038669 -0.111447 0.828163 0.2 0.3 0.2 0.217
O -1.080338 0.887772 0.073534 0.0 -0.1 -0.2 -0.495
H 1.424055 0.094507 -0.780492 -0.5 0.2 0.6 0.247
C 1.426067 0.554222 0.218439 0.0 0.2 0.4 -0.665
H -0.138889 -0.123732 1.603492 0.1 0.1 -0.1 0.177
C 0.062596 0.741102 0.954131 0.6 -0.1 0.0 -0.081
C -1.689892 -1.386800 -0.129653 -0.4 -0.9 0.3 0.175
N -0.423897 -0.176337 -1.802846 -0.5 -0.1 -0.1 -0.572
H -0.363781 -1.087801 -2.240196 -0.4 -0.2 -0.2 0.358
N -2.124280 -2.348743 0.344942 0.4 1.0 -0.5 -0.259
```
Forces are in eV/Å.

- Kohn-Sham gap (eV) = 11.4
- ΔE to the lowest compared entry with this formula, charge and spin (kJ/mol) = 222.4
- total charge = 0
- SMILES string = [H]/N=C(\C#N)OCC

***

This record from the OMol25 dataset describes C4H6N2O as an isolated structure at a distorted geometry. The level of theory is ωB97M-V/def2-TZVPD.

Geometry as XYZ:
```
13
Properties=species:S:1:pos:R:3:forces:R:3:nbo_charge:R:1
H -0.701507 1.262083 -1.304613 -0.2 -0.1 -0.3 0.247
H 2.120664 -0.185889 1.356411 -0.2 0.0 -0.1 0.392
H 0.948859 0.875630 0.744652 0.6 -0.8 -0.6 0.399
N 1.620978 0.069658 0.510630 0.2 1.3 0.9 -0.809
O 0.733626 -0.905048 -1.437041 0.3 -0.1 -0.6 -0.477
H -1.082224 -1.716881 -0.647484 -0.1 0.1 -0.3 0.211
H -2.226370 0.486372 -0.643476 0.1 0.1 0.2 0.250
C 1.078798 -0.983271 -0.119974 -2.4 -0.2 -0.7 0.361
C -0.538782 -0.791666 -0.799011 1.8 -1.2 1.3 -0.077
C -0.744877 1.417335 0.969403 -1.1 -0.8 -1.3 0.034
H 1.227917 -1.986217 0.279939 0.1 0.1 -0.1 0.186
N -1.290700 1.991493 1.811403 0.3 0.1 0.1 -0.404
C -1.146383 0.466400 -0.720841 0.7 1.5 1.5 -0.313
```
Forces are in eV/Å.

- Kohn-Sham gap (eV) = 9.1
- ΔE to the lowest compared entry with this formula, charge and spin (kJ/mol) = 454.9
- total charge = 0

***

This record from the OMol25 dataset describes one molecule with the formula C4H6N2O at a distorted geometry. The level of theory is ωB97M-V/def2-TZVPD.

Geometry as XYZ:
```
13
Properties=species:S:1:pos:R:3:forces:R:3:nbo_charge:R:1
H -2.106435 1.273484 0.394191 0.0 -0.1 0.0 0.221
O 0.980580 -1.668130 -0.091235 0.0 0.1 -0.5 -0.342
C 0.328861 0.137983 1.060677 0.1 0.0 -0.1 -0.397
H 1.713383 -0.156848 -1.140582 1.8 0.6 0.0 0.392
N 2.389599 -0.057918 -0.330608 0.2 0.2 0.1 -0.791
H -1.932534 0.653161 -1.264230 0.0 -0.1 0.2 0.236
C -1.941599 0.375618 -0.204357 -0.2 -0.1 0.1 -0.648
C 1.403139 -0.547721 0.530664 -0.4 0.1 -0.1 0.521
H 2.549724 0.929649 -0.154554 0.2 -0.1 0.0 0.366
H -2.754521 -0.330951 -0.046708 -0.2 0.1 0.0 0.239
C -0.659979 -0.298225 0.142813 -0.4 -0.3 0.0 0.161
H 0.304486 1.004805 1.707384 0.1 0.0 -0.4 0.235
N -0.274702 -1.314905 -0.603453 -1.2 -0.4 0.8 -0.195
```
Forces are in eV/Å.

- Kohn-Sham gap (eV) = 8.6
- ΔE to the lowest compared entry with this formula, charge and spin (kJ/mol) = 434.4
- total charge = 0
- SMILES string = Cc1cc(N)on1

***

This record from the OMol25 dataset describes C4H6N2O as an isolated structure. The level of theory is ωB97M-V/def2-TZVPD.

Geometry as XYZ:
```
13
Properties=species:S:1:pos:R:3:forces:R:3:nbo_charge:R:1
C -0.740335 0.188378 1.348502 -0.2 0.0 0.4 0.489
H 0.523053 -1.696762 -0.947315 0.0 0.1 -0.1 0.219
C 0.649327 0.612199 0.943421 0.5 0.2 0.3 0.040
H -0.679284 0.237026 3.219919 0.0 0.0 0.0 0.364
C -0.217979 0.317871 -0.775774 0.1 0.0 -0.3 -0.093
H -0.656172 -1.243745 -2.192498 0.1 0.0 0.1 0.230
H 1.224100 0.850635 -0.097172 0.1 0.0 -0.2 0.491
O -1.286103 0.012566 0.128467 0.0 0.0 0.1 -0.469
C 0.186752 -0.878906 -1.594177 0.0 0.0 0.0 -0.658
H 1.000674 -0.620919 -2.280851 -0.1 0.0 0.1 0.223
N 1.788219 0.983319 1.157845 -0.6 -0.2 0.0 -0.407
H -0.478389 1.205009 -1.361181 0.0 -0.1 0.1 0.191
N -1.313864 0.033331 2.450815 0.2 0.1 -0.3 -0.620
```
Forces are in eV/Å.

- Kohn-Sham gap (eV) = 9.2
- ΔE to the lowest compared entry with this formula, charge and spin (kJ/mol) = 553.9
- total charge = 0

***

This record from the OMol25 dataset describes one molecule with the formula C4H6N2O at a distorted geometry. The level of theory is ωB97M-V/def2-TZVPD.

Geometry as XYZ:
```
13
Properties=species:S:1:pos:R:3:forces:R:3:nbo_charge:R:1
H 1.154217 -1.503570 0.763585 -1.2 0.4 -0.3 0.208
H -0.662960 -1.681174 0.862868 -0.4 -1.0 0.5 0.191
N -0.041968 0.240891 1.270146 -0.4 -1.3 1.8 -0.658
N -0.682364 0.729930 -0.831548 0.1 -0.4 -2.1 -0.428
C 0.138715 -1.048031 0.561163 0.6 0.3 0.7 -0.240
C 0.736101 0.567299 -1.121092 0.1 -1.0 -1.3 -0.251
H 1.493042 0.842626 -0.408961 0.0 0.2 0.2 0.215
H 0.972793 0.714744 -2.145255 0.3 0.4 -0.7 0.207
O -1.515124 2.006024 0.859870 0.4 0.2 0.3 -0.553
H -0.301720 -1.355985 -1.674475 -0.2 0.9 1.1 0.231
C -0.101004 -0.634552 -0.838581 1.5 0.5 -1.4 -0.098
C -0.799316 1.121832 0.479574 -1.1 -0.6 2.2 0.771
H -0.390411 -0.000032 2.222706 0.4 1.3 -1.0 0.403
```
Forces are in eV/Å.

- Kohn-Sham gap (eV) = 10.7
- ΔE to the lowest compared entry with this formula, charge and spin (kJ/mol) = 177.4
- total charge = 0
- SMILES string = O=C1NC[C@@H]2CN12

***

This record from the OMol25 dataset describes one molecule with the formula C4H6N2O at a distorted geometry. The level of theory is ωB97M-V/def2-TZVPD.

Geometry as XYZ:
```
13
Properties=species:S:1:pos:R:3:forces:R:3:nbo_charge:R:1
O 1.965465 -0.970679 -0.720604 0.3 -0.1 -0.1 -0.699
C 1.460222 -0.434705 0.484503 -0.1 0.2 0.1 0.228
H -2.329628 -1.094290 -0.531633 0.1 0.1 0.1 0.385
C 1.285402 0.959671 0.465700 -0.1 0.0 -0.3 -0.196
H -2.576995 0.534973 -0.211537 -0.1 -0.1 0.0 0.388
N -2.058516 -0.294610 0.025222 -0.2 0.1 0.1 -0.799
N 0.174850 -0.993867 0.595327 -0.3 0.0 -0.5 -0.542
H 0.120455 -1.975587 0.365603 -0.3 0.1 0.0 0.404
H -0.541893 2.139539 0.012039 -0.1 0.0 0.2 0.221
H 2.095871 1.678602 0.400380 -0.2 -0.2 -0.2 0.222
C -0.061009 1.191876 0.204498 -0.2 0.1 0.3 -0.379
C -0.714392 -0.054876 0.178750 -0.2 0.2 0.6 0.331
H 1.180168 -0.686049 -1.268248 1.3 -0.5 -0.3 0.436
```
Forces are in eV/Å.

- Kohn-Sham gap (alpha / beta) (eV) = 7.9 / 8.0
- ΔE to the lowest compared entry with this formula, charge and spin (kJ/mol) = 305.8
- total charge = 0
- SMILES string = Nc1ccc(O)[nH]1

***

This record from the OMol25 dataset describes one molecule with the formula C4H6N2O. The level of theory is ωB97M-V/def2-TZVPD.

Geometry as XYZ:
```
13
Properties=species:S:1:pos:R:3:forces:R:3:nbo_charge:R:1
H 2.261651 -1.251685 0.872343 0.0 0.1 0.1 0.380
C 1.457907 0.582827 0.567587 -0.3 0.1 0.0 -0.038
H -2.879970 -0.677722 -0.635620 0.1 0.1 0.1 0.228
N 2.404333 -0.280444 1.117241 0.0 -0.1 -0.1 -0.797
C 0.237308 0.278567 0.190300 0.1 0.0 -0.1 0.015
H 1.757691 1.629912 0.544258 -0.1 -0.1 0.0 0.217
C -0.858315 -0.011106 -0.472842 0.1 0.1 0.2 -0.036
O 0.338759 -0.333157 -2.371928 -0.6 0.0 0.1 -0.285
H -2.311334 -0.511123 1.043526 0.0 0.1 -0.1 0.227
N -0.776639 -0.282363 -1.921244 0.6 0.0 -0.1 0.126
H -2.717936 0.924946 0.090740 0.1 -0.1 0.0 0.224
C -2.269456 -0.073857 0.043012 -0.1 0.0 0.0 -0.642
H 3.356000 0.005200 0.932632 -0.1 0.0 0.1 0.380
```
Forces are in eV/Å.

- Kohn-Sham gap (eV) = 8.2
- ΔE to the lowest compared entry with this formula, charge and spin (kJ/mol) = 441.4
- total charge = 0
- SMILES string = CC(=C=CN)N=O

***

This record from the OMol25 dataset describes C4H6N2O as an isolated structure. The level of theory is ωB97M-V/def2-TZVPD.

Geometry as XYZ:
```
13
Properties=species:S:1:pos:R:3:forces:R:3:nbo_charge:R:1
C -0.295400 1.194002 0.208243 -0.1 0.0 0.0 -0.313
N 0.004589 -1.040864 -0.127844 -0.1 0.0 -0.1 -0.533
O 2.426430 -1.035201 -0.329802 0.0 0.0 -0.1 -0.673
H -2.868374 0.397245 -0.178082 0.1 -0.1 0.1 0.377
H 0.671974 -1.084377 0.932731 -0.2 -0.1 0.2 0.390
N -2.262061 -0.355689 0.116351 0.0 0.0 -0.1 -0.809
H -0.810431 2.132845 0.371501 0.1 -0.1 0.0 0.220
H 1.860903 1.731392 0.334763 -0.1 -0.1 0.0 0.231
C -0.903691 -0.049306 0.022030 0.1 0.0 0.0 0.294
C 1.287430 -0.379075 0.042250 0.1 0.3 0.0 0.220
H -2.500056 -1.218563 -0.352863 0.0 0.1 0.0 0.383
C 1.082515 0.989651 0.218890 0.0 0.0 0.0 -0.269
H 2.327092 -1.282545 -1.258717 0.1 0.0 0.1 0.481
```
Forces are in eV/Å.

- Kohn-Sham gap (eV) = 8.6
- ΔE to the lowest compared entry with this formula, charge and spin (kJ/mol) = 281.0
- total charge = 0

***

So what do the calculations give for energy? Going down the list: -9270.0176; -9271.1972; -9268.7870; -9268.9998; -9267.7612; -9271.6637; -9270.3320; -9268.9266; -9270.5891 eV.